No. 1
Here is a structure of composition C22H24AuBN10 from the OMol25 dataset. Energies are from ωB97M-V/def2-TZVPD.

Structure (XYZ):
```
58
Properties=species:S:1:pos:R:3:forces:R:3
Au 1.122 0.193 1.379 0.079 -0.063 -0.060
N 0.671 2.066 7.504 0.003 0.008 -0.002
N 2.281 -0.018 -0.272 -0.012 0.009 -0.007
N -0.168 1.492 0.223 0.017 0.042 0.010
N -0.163 -0.167 -3.151 0.013 -0.013 -0.029
N -0.427 -1.507 -0.993 0.090 -0.027 0.001
N 1.695 -0.243 -1.472 -0.005 -0.005 -0.018
N -0.190 -1.671 0.337 -0.054 0.041 0.028
N -1.325 -0.673 -3.651 -0.025 0.050 0.030
N -0.457 1.054 -1.020 0.005 0.004 0.016
N 0.003 0.325 3.120 -0.033 0.019 0.030
C -0.558 -2.908 0.652 0.037 0.009 -0.033
C 0.226 1.593 6.558 0.002 -0.012 0.006
C -0.440 -3.414 2.053 -0.001 0.005 0.015
C -0.838 2.621 0.456 -0.009 0.007 -0.007
C 4.506 -0.080 0.790 0.001 -0.002 0.001
C -0.401 0.721 -5.157 0.021 0.004 0.002
C -0.323 1.000 5.371 -0.001 0.009 -0.003
C 2.647 -0.628 -2.332 -0.004 -0.031 0.022
C 3.593 -0.247 -0.376 0.005 -0.007 -0.008
C -2.116 0.003 4.147 -0.003 -0.015 -0.033
C -2.632 -0.522 -5.720 0.001 -0.006 0.002
C -0.713 3.368 1.741 -0.009 -0.009 -0.008
C -1.643 0.559 5.321 0.003 0.008 0.017
C -0.927 -2.650 -1.506 -0.019 0.026 -0.008
C -1.034 -3.570 -0.488 -0.038 0.005 0.014
C -1.468 -0.157 -4.858 0.005 -0.035 -0.010
C -1.597 2.920 -0.677 -0.029 -0.013 0.004
C 0.395 0.695 -4.045 -0.029 0.025 0.008
C -1.268 -0.101 3.061 -0.002 0.019 0.038
C 3.867 -0.636 -1.685 0.009 0.030 0.008
C 0.474 0.870 4.245 0.000 -0.026 -0.015
C -1.327 1.908 -1.578 0.004 -0.015 -0.012
B 0.132 -0.247 -1.676 -0.010 -0.019 0.014
H 4.233 -0.758 1.601 0.001 -0.003 -0.001
H 4.827 -0.886 -2.101 0.001 0.003 -0.001
H 2.395 -0.877 -3.349 0.005 -0.010 0.005
H -1.579 -0.524 2.113 -0.001 -0.007 0.023
H -1.334 -3.191 2.640 -0.010 -0.014 -0.025
H 5.530 -0.303 0.500 0.001 0.002 0.001
H -0.308 -4.494 2.060 0.009 -0.002 0.007
H -1.408 -4.576 -0.557 0.002 -0.001 0.000
H -2.278 0.657 6.191 -0.002 -0.001 -0.002
H 1.500 1.212 4.244 -0.009 -0.009 0.007
H 0.418 -2.964 2.555 -0.001 0.001 0.003
H -1.241 4.316 1.673 0.014 0.009 -0.001
H 1.299 1.237 -3.820 -0.009 0.006 -0.003
H 4.473 0.943 1.167 -0.001 0.000 -0.001
H -2.246 3.766 -0.819 0.000 0.002 0.001
H -3.134 -0.349 4.064 0.000 0.000 0.000
H -2.608 0.037 -6.653 -0.005 0.002 0.000
H -3.573 -0.307 -5.213 0.001 -0.004 0.001
H -2.619 -1.585 -5.958 0.002 0.001 -0.007
H 0.332 3.576 1.974 0.001 -0.007 0.000
H -1.146 2.807 2.572 -0.014 0.016 -0.009
H -1.190 -2.706 -2.546 0.004 -0.011 -0.005
H -0.243 1.281 -6.063 0.000 0.001 -0.001
H -1.697 1.738 -2.576 0.000 0.006 -0.004
```
Forces are in eV/Å.

Results
total charge = +1
DFT total energy = -1560.70324 hartree
frontier orbital gap (spin up / spin down) = 7.9 / 6.2 eV
2S+1 = 2
energy relative to the best compared isomer or geometry (same formula, charge and spin) = 0.0000 eV

No. 2
Here is a structure of composition C22H24BF3N9NiO from the OMol25 dataset. Energies are from ωB97M-V/def2-TZVPD.

Structure (XYZ):
```
61
Properties=species:S:1:pos:R:3:forces:R:3
Ni -1.898 -1.685 -1.446 -0.909 0.773 0.841
F 1.874 -2.203 -4.626 1.175 -0.038 0.490
F 3.275 -0.820 -5.542 0.304 -0.790 1.359
F 2.350 -0.341 -3.605 1.330 -1.558 -0.563
O 6.999 3.456 2.524 -0.385 0.150 0.129
N 4.723 3.985 2.400 1.437 -0.830 0.029
N -0.505 -0.882 1.049 0.210 -2.403 -0.513
N -3.051 -0.804 1.192 1.133 -1.317 -1.789
N -1.491 0.818 2.545 0.634 2.353 -0.023
N -1.825 0.893 -0.057 1.306 -0.778 -2.864
N -0.445 -1.618 -0.143 2.203 -0.148 2.469
N -3.187 -1.715 0.086 -1.306 -0.155 3.085
N -1.864 0.237 -1.281 -1.465 0.851 -0.267
N -0.187 1.395 2.758 -1.676 0.203 0.211
C -0.385 2.527 3.448 -0.398 -1.068 -0.760
C -1.951 -2.774 -4.121 1.791 -0.507 -0.221
C -4.108 -2.626 0.500 -0.204 1.141 0.219
C -3.855 -1.170 2.167 -1.381 -1.186 -0.144
C -1.441 2.133 -0.339 -0.396 1.021 0.623
C -0.516 -4.629 -4.874 0.018 0.517 -0.371
C -1.515 -2.934 -2.801 -1.489 0.071 -0.832
C -0.740 -4.022 -2.543 0.589 -0.833 -1.836
C -1.718 1.119 -2.277 0.576 0.899 2.962
C 5.859 3.172 2.227 -1.077 1.509 0.547
C 2.881 -1.368 -4.366 -2.845 2.384 -1.262
C 0.625 -2.416 -0.003 -0.871 0.860 -0.427
C -1.383 2.377 -1.701 -0.692 -1.864 0.298
C 0.428 -1.387 1.924 0.692 1.997 -0.609
C -0.247 -4.860 -3.544 0.575 -1.119 0.785
C -1.771 2.780 3.666 -0.111 -1.778 -0.952
C 4.845 5.316 3.049 -0.871 -0.980 -1.875
C -1.327 -3.524 -5.126 -1.026 0.021 0.985
C 1.264 -2.247 1.226 -0.567 -0.467 0.140
C -4.648 -2.272 1.780 1.581 0.779 -0.551
C -2.426 1.692 3.063 1.777 0.782 0.729
C 3.492 3.562 1.711 0.410 1.829 0.220
B -1.708 0.036 1.236 -0.176 -0.308 0.074
H 0.619 -0.837 2.862 -0.366 -0.692 -0.641
H 2.196 -2.729 1.512 -0.479 0.185 0.218
H -0.110 -5.259 -5.687 -0.236 0.515 0.599
H 3.732 3.341 0.669 -0.332 -0.100 0.029
H -1.209 3.248 -2.255 0.264 1.120 -0.229
H -3.842 -0.660 3.111 -0.064 0.116 0.136
H 0.373 -5.714 -3.229 -0.312 0.328 -0.288
H 3.089 2.709 2.220 -0.591 -0.458 0.040
H -0.530 -4.229 -1.553 0.671 -0.675 1.780
H 0.836 -3.054 -0.831 0.461 -0.219 -0.184
H 0.489 3.131 3.732 -0.574 -0.410 -0.103
H -5.454 -2.649 2.394 0.215 -0.400 -0.373
H 5.607 2.198 1.804 -0.219 -0.246 -0.275
H -3.471 1.465 3.053 -0.325 0.036 -0.215
H -2.641 -1.998 -4.413 -0.074 0.219 -0.065
H -1.607 -3.186 -6.070 -0.147 -0.090 -1.977
H 2.783 4.440 1.739 0.581 -1.144 -0.069
H -1.894 0.877 -3.291 0.169 -0.461 -0.687
H 5.622 5.239 3.770 0.564 0.246 0.619
H 5.066 6.052 2.267 0.244 0.130 0.344
H -1.352 2.718 0.545 0.402 1.039 0.124
H 3.874 5.584 3.471 0.202 -0.131 0.257
H -2.237 3.590 4.179 -0.104 0.290 0.218
H -4.365 -3.480 -0.152 0.154 0.790 0.408
```
Forces are in eV/Å.

Results
DFT total energy = -3253.46883 hartree
frontier orbital gap (spin up / spin down) = 8.9 / 6.9 eV
2S+1 = 4
energy relative to the best compared isomer or geometry (same formula, charge and spin) = 1.9075 eV

No. 3
Here is a cluster of 2 separate species, C22H24BN2 in total from the OMol25 dataset. Energies are from ωB97M-V/def2-TZVPD.

Structure (XYZ):
```
49
Properties=species:S:1:pos:R:3:forces:R:3
N 2.473 -0.127 -2.505 -0.474 0.207 1.170
N 0.851 3.864 3.312 1.299 0.427 0.234
C 1.992 5.738 4.170 0.075 0.245 0.110
C -5.185 -3.946 -0.099 -0.219 -0.224 0.227
C 2.318 0.778 -0.192 0.120 0.181 0.141
C -3.901 -3.195 -0.137 0.101 -0.045 0.104
C -0.183 -1.130 -0.248 0.929 0.204 -1.123
C 0.239 -2.961 -4.511 0.175 -0.010 -0.170
C 0.684 -0.893 -1.341 -1.099 -0.549 0.820
C 1.324 -2.420 -5.206 -0.323 -0.114 0.003
C -0.069 -2.540 -3.240 0.271 0.262 0.322
C -1.858 -2.495 0.927 0.396 0.369 -0.180
C -1.445 -1.807 -0.235 -0.288 -0.155 -0.033
C 0.701 -1.536 -2.646 0.137 0.069 -0.656
C 2.016 3.224 3.089 -0.220 0.901 0.378
C 2.120 -1.462 -4.628 0.413 0.603 0.502
C 1.812 -1.024 -3.341 -0.883 -1.000 -0.408
C -3.045 -3.184 0.960 -0.010 -0.085 0.007
C 1.828 -0.052 -1.312 0.747 0.016 -0.492
C -2.340 -1.796 -1.325 0.234 0.104 0.114
C 0.822 5.102 3.844 0.703 -0.484 -0.168
C 3.193 5.098 3.946 0.308 0.114 0.058
C 3.205 3.832 3.401 0.357 0.018 0.009
C -3.533 -2.476 -1.271 0.120 0.159 -0.068
B -0.448 3.205 2.969 -1.729 -0.804 -0.421
H 1.971 6.727 4.596 -0.065 0.116 0.048
H -3.323 -3.730 1.845 -0.027 -0.072 0.194
H 1.535 -2.758 -6.208 0.065 -0.030 -0.095
H -0.872 -2.994 -2.691 -0.165 -0.121 -0.067
H -0.269 2.135 2.513 0.456 -0.900 -0.380
H 3.344 0.343 -2.752 -0.490 -0.093 0.284
H -0.131 5.574 4.007 -0.289 -0.264 -0.127
H -0.367 -3.720 -4.976 -0.050 -0.158 -0.088
H 3.320 0.462 0.100 0.077 0.014 -0.051
H -1.029 3.858 2.181 -0.291 0.625 -0.540
H 2.361 1.828 -0.482 0.005 0.042 0.014
H -1.106 3.095 3.939 -0.340 0.034 0.755
H 4.121 5.586 4.197 0.133 0.074 0.040
H -5.222 -4.691 -0.896 -0.040 0.072 -0.046
H -4.199 -2.456 -2.117 -0.132 0.072 -0.188
H -6.033 -3.270 -0.222 0.004 -0.024 -0.081
H 1.996 2.235 2.668 -0.419 -0.069 -0.013
H 1.674 0.700 0.681 -0.055 0.016 -0.115
H 4.136 3.321 3.222 0.108 -0.102 -0.020
H -5.311 -4.469 0.851 0.011 0.061 -0.091
H -2.093 -1.212 -2.194 0.004 0.092 -0.183
H -1.209 -2.504 1.786 0.107 0.016 0.219
H 0.172 -0.806 0.718 0.054 0.158 0.246
H 2.968 -1.050 -5.146 0.202 0.030 -0.195
```
Forces are in eV/Å.

Results
total charge = +1
DFT total energy = -986.85444 hartree
frontier orbital gap = 6.5 eV
energy relative to the best compared isomer or geometry (same formula, charge and spin) = 0.0000 eV

Which of these has the highest energy relative to the best compared isomer or geometry (same formula, charge and spin)? C22H24BF3N9NiO

What is the formula in the second record? C22H24BF3N9NiO